Here is C19H50Cl2O11S8 as an isolated structure at a distorted geometry from the OMol25 dataset. Energies are from ωB97M-V/def2-TZVPD.

Each line ends with the Mulliken charge.
Element x y z (Å)
C 1.322856 -2.391771 0.214681  -1.100
C 0.573061 -2.651182 -1.081421  -0.467
C 1.337439 -3.354989 -2.218496  0.144
Cl 2.756277 -4.262891 -1.627238  -0.211
C 1.847510 -2.447105 -3.359637  -0.366
O 3.049598 -1.773614 -2.968423  -0.292
S 2.748289 -0.240023 -2.672622  1.014
O 3.558005 0.639153 -3.403009  -0.576
O 2.743974 0.071940 -1.307250  -0.497
O 1.153776 -0.229721 -3.047449  -0.209
C 0.933084 -1.352434 -3.835868  -0.316
Cl 1.614571 -0.883217 -5.502374  -0.156
H 2.240848 -1.848393 0.060766  0.306
H 0.661155 -1.811259 0.846338  0.276
H 1.536973 -3.320603 0.724946  0.423
H -0.227431 -3.329529 -0.806560  0.492
H 0.090971 -1.745435 -1.428174  0.002
H 0.713112 -4.119913 -2.652741  0.493
H 1.918915 -3.113716 -4.207607  0.598
H -0.077028 -1.589876 -4.113337  0.466
C -0.365237 2.315943 2.652284  -0.851
S 0.346870 0.753164 3.195147  0.586
O 0.504500 -0.090317 1.973015  -0.618
C -1.121905 0.174409 4.047670  -0.839
H 0.384761 2.833391 2.057059  0.325
H -1.252742 2.124172 2.044988  0.067
H -0.620078 2.917365 3.525478  0.419
H -1.956382 0.140664 3.346010  0.111
H -1.344005 0.844248 4.877615  0.410
H -0.914165 -0.822657 4.429374  0.320
C -3.564997 3.384123 -0.642428  -1.030
S -3.379742 1.631000 -0.961207  0.513
O -2.886895 1.005356 0.298306  -0.526
C -1.959783 1.777805 -2.054153  -0.996
H -4.381545 3.514956 0.062414  0.195
H -2.644839 3.783007 -0.215421  0.354
H -3.804982 3.899806 -1.571089  0.467
H -1.143217 2.275773 -1.531367  0.328
H -2.246341 2.342353 -2.941353  0.480
H -1.651678 0.774729 -2.341305  0.177
C -4.681531 -1.235744 1.648680  -0.610
S -5.711212 -1.218690 0.181214  0.528
O -6.657441 -0.078157 0.314863  -0.638
C -6.634351 -2.711413 0.577497  -0.956
H -4.049907 -0.351797 1.613045  -0.059
H -5.316071 -1.215186 2.536002  0.405
H -4.060118 -2.131787 1.642210  0.360
H -7.134883 -2.587259 1.537617  0.279
H -5.950977 -3.559827 0.610367  0.344
H -7.373821 -2.867999 -0.204873  0.335
C 4.227386 1.613946 5.158716  -0.921
S 3.296234 0.081058 5.263817  0.597
O 1.924940 0.436767 5.708360  -0.599
C 4.165332 -0.568651 6.697938  -0.995
H 3.814014 2.199347 4.340551  0.284
H 4.130807 2.165941 6.093648  0.316
H 5.273775 1.388203 4.954114  0.355
H 4.074001 0.130560 7.528928  0.302
H 5.213707 -0.726382 6.444681  0.365
H 3.707228 -1.518372 6.964344  0.322
C -7.640287 7.117211 0.649325  -0.981
S -6.751613 5.633989 0.160054  0.566
O -5.445606 6.071115 -0.400869  -0.607
C -7.814946 5.223971 -1.228700  -0.918
H -7.112545 7.561620 1.489926  0.322
H -7.665405 7.819673 -0.183510  0.296
H -8.651716 6.848023 0.952914  0.368
H -7.828379 6.053571 -1.935549  0.326
H -8.820500 5.015435 -0.864430  0.358
H -7.410356 4.335830 -1.708988  0.284
C 3.421573 -9.625912 -2.192243  -0.942
S 3.268272 -7.882859 -1.776887  0.538
O 2.396099 -7.270111 -2.809550  -0.582
C 4.964051 -7.447446 -2.185573  -0.874
H 2.449092 -10.090708 -2.047483  0.311
H 3.727450 -9.727916 -3.233255  0.296
H 4.152173 -10.092974 -1.531741  0.362
H 5.163267 -7.693961 -3.228381  0.295
H 5.644786 -7.988349 -1.528235  0.350
H 5.080822 -6.376857 -2.032055  0.279
C 6.672311 3.968207 -3.019022  -0.888
S 5.358358 4.954665 -2.289426  0.478
O 5.957405 5.721801 -1.165660  -0.629
C 4.470903 3.568908 -1.576508  -0.711
H 7.377853 4.647203 -3.492743  0.321
H 7.176062 3.397762 -2.238977  0.287
H 6.247645 3.298731 -3.767101  0.330
H 5.124159 3.023198 -0.896002  0.309
H 4.121520 2.908550 -2.369959  0.179
H 3.616892 3.958359 -1.026651  0.341

Forces on the atoms, in the same order (eV/Å):
-0.35 0.12 -0.14
0.12 -0.87 0.35
0.07 0.86 0.33
0.09 -0.09 0.04
-1.01 -1.44 0.62
-0.42 0.71 -0.67
-0.25 0.84 1.94
0.47 0.09 -2.32
-0.15 -0.59 1.83
0.22 -0.58 -0.34
1.13 0.92 -1.76
-0.40 -0.24 -0.19
0.22 0.23 0.08
0.19 0.15 0.13
0.14 -0.28 0.04
-0.37 -0.10 -0.09
0.03 0.25 -0.20
-0.24 -0.09 -0.35
1.21 0.00 -0.24
-0.54 0.05 0.86
-0.24 0.02 -0.08
0.08 0.20 -0.38
-0.17 0.15 0.18
-0.14 -0.04 0.03
0.05 -0.04 0.02
0.03 -0.07 -0.02
0.04 0.00 0.02
0.05 0.03 -0.06
0.05 -0.01 0.03
0.08 0.01 0.01
0.05 0.05 0.01
-0.10 0.04 -0.18
0.10 0.03 0.14
0.09 0.05 0.00
-0.03 -0.04 -0.01
0.03 -0.05 0.01
-0.05 0.02 0.01
-0.01 -0.02 0.05
-0.03 -0.01 0.00
-0.02 -0.02 0.04
-0.03 -0.01 0.23
0.14 0.01 -0.05
-0.04 0.01 0.04
-0.06 -0.07 0.04
0.01 0.01 -0.13
-0.06 -0.03 -0.05
0.01 0.00 -0.04
0.01 0.05 0.00
0.02 0.01 -0.02
0.01 0.04 -0.03
0.06 0.08 0.04
0.02 -0.06 -0.13
0.07 -0.03 0.45
0.07 0.02 0.09
-0.04 -0.04 -0.03
-0.04 -0.03 0.02
0.00 -0.01 -0.02
-0.04 0.03 -0.02
0.00 -0.01 -0.02
-0.04 0.00 -0.04
-0.06 0.09 -0.03
-0.04 -0.09 0.09
0.00 0.04 -0.08
-0.06 0.04 -0.09
0.04 -0.04 0.01
0.04 -0.02 -0.03
0.01 -0.02 0.02
0.04 0.02 0.02
0.01 -0.03 0.02
0.03 -0.02 0.05
0.06 -0.09 -0.02
-0.04 0.02 0.07
-0.03 -0.12 -0.14
0.09 0.00 -0.05
-0.03 0.05 0.02
-0.01 0.05 -0.01
-0.01 0.01 0.02
-0.05 0.00 -0.01
-0.01 0.01 0.03
-0.05 0.01 0.01
0.07 -0.07 -0.04
-0.06 0.01 -0.04
0.04 -0.04 0.02
-0.07 -0.15 0.04
-0.03 0.05 0.01
-0.02 0.03 0.04
-0.02 0.01 0.00
0.04 0.04 0.00
0.00 0.00 -0.01
0.01 0.08 -0.01

Computed properties:
HOMO-LUMO gap = 8.5 eV
Charge = 0
Spin multiplicity = 1